{
  "formula": "C49H37GeN5O2PSm",
  "method": "ωB97M-V/def2-TZVPD",
  "symbols": ["Sm", "C", "C", "C", "C", "N", "C", "N", "C", "N", "C", "N", "C", "C", "C", "C", "C", "N", "C", "C", "C", "C", "C", "C", "H", "H", "H", "H", "H", "H", "H", "H", "H", "H", "H", "H", "O", "C", "O", "C", "C", "C", "C", "C", "C", "P", "C", "C", "C", "C", "C", "C", "C", "C", "C", "C", "C", "C", "H", "H", "H", "H", "H", "H", "H", "H", "H", "H", "H", "H", "H", "H", "Ge", "C", "C", "C", "C", "C", "C", "C", "C", "C", "C", "C", "C", "H", "H", "H", "H", "H", "H", "H", "H", "H", "H", "H"],
  "coordinates": [[1.0707, 0.7945, -0.7116], [-0.4363, 2.2341, -4.6552], [-1.6292, 3.0236, -4.5982], [-2.1574, 3.1944, -3.2690], [-1.4714, 2.7547, -2.0955], [-0.2337, 2.1650, -2.2177], [0.2035, 1.8978, -3.4708], [-1.9393, 3.2308, -0.8475], [-1.5341, 2.7764, 0.2767], [-0.6806, 1.7268, 0.6309], [-0.5935, 1.6986, 1.9704], [0.1691, 0.9257, 2.6488], [0.4654, -0.3508, 2.2963], [-0.5260, -1.3443, 2.1398], [-0.1281, -2.6535, 1.8716], [1.2063, -2.9928, 2.0318], [2.1259, -2.0149, 2.2492], [1.7999, -0.6912, 2.3832], [-1.4727, 2.6931, 2.6349], [-1.8518, 2.8226, 3.9594], [-2.8409, 3.7751, 4.2422], [-3.5010, 4.4809, 3.2074], [-3.1488, 4.2555, 1.8542], [-2.1476, 3.3483, 1.5407], [-0.0096, 1.9403, -5.5732], [-2.2098, 3.3044, -5.5376], [-3.0474, 3.7408, -3.1666], [1.2118, 1.3964, -3.6006], [-1.5364, -0.9288, 2.0606], [-0.9145, -3.3412, 1.6676], [1.5864, -3.9967, 1.9345], [3.1745, -2.2301, 2.3162], [-1.3704, 2.3032, 4.7743], [-3.0662, 3.9721, 5.2767], [-4.2988, 5.2111, 3.4128], [-3.6829, 4.8139, 1.0939], [2.4951, -0.1460, -2.3984], [2.4237, -1.2382, -1.8047], [2.3426, -1.2752, -0.5469], [2.1830, -2.4683, -2.5896], [3.1953, -3.3308, -2.9584], [2.8187, -4.3719, -3.7457], [1.5076, -4.6255, -4.1148], [0.4999, -3.8196, -3.6050], [0.8064, -2.6839, -2.8273], [-0.4819, -1.5951, -2.1061], [-1.6605, -1.2664, -3.4420], [-2.8123, -0.5051, -3.1809], [-3.8283, -0.3744, -4.1405], [-3.6254, -0.9235, -5.4112], [-2.4795, -1.6231, -5.6826], [-1.4885, -1.8011, -4.7211], [-1.3561, -2.7121, -0.8986], [-2.4604, -2.1215, -0.2454], [-3.2902, -2.9516, 0.5995], [-2.9836, -4.3274, 0.7072], [-1.9807, -4.9318, -0.0631], [-1.1892, -4.0891, -0.9194], [4.2171, -3.1255, -2.7824], [3.5562, -5.0648, -4.0853], [1.1880, -5.3234, -4.8558], [-0.5823, -4.0537, -3.8221], [-2.9389, 0.0127, -2.2596], [-4.7943, 0.1377, -4.0293], [-4.4363, -0.8413, -6.1539], [-2.2893, -2.0397, -6.6816], [-0.6433, -2.4168, -4.9755], [-2.6370, -1.0182, -0.4488], [-4.1892, -2.5983, 1.0591], [-3.5209, -4.9356, 1.4425], [-1.6827, -6.0009, 0.0593], [-0.4925, -4.5315, -1.5949], [3.2058, 0.5674, 2.7237], [3.0721, 0.8128, 4.6131], [2.5186, 1.9551, 5.1319], [1.9697, 1.9443, 6.4315], [2.0641, 0.8058, 7.2172], [2.6849, -0.3521, 6.6867], [3.2304, -0.3252, 5.4328], [3.0107, 1.8688, 1.3903], [2.0726, 2.8750, 1.5649], [1.5926, 3.6285, 0.5331], [2.2595, 3.5423, -0.6917], [3.3657, 2.7378, -0.8155], [3.6612, 1.7726, 0.1660], [4.2882, -0.4165, 2.1948], [2.4560, 2.9494, 4.6575], [1.4899, 2.8232, 6.7962], [1.6214, 0.7958, 8.1888], [2.7499, -1.2669, 7.2439], [3.7683, -1.1774, 5.0400], [1.6977, 3.0155, 2.5791], [0.8370, 4.3816, 0.5933], [1.9453, 4.3085, -1.4032], [3.9917, 2.6786, -1.7243], [4.4715, 1.1205, -0.0574]],
  "spin_multiplicity": 6,
  "gap_ev": [7.2, 7.6],
  "charge": 2,
  "max_force_ev_per_a": 2.6
}